(1)
ORCA calculation (ωB97M-V/def2-TZVPD) on the molecule C4H6N2.

Atoms and positions in Å:
C1 -1.73157 -0.17906 0.07209
C2 -0.24264 -0.01528 0.02684
C3 0.81072 -0.85197 0.33999
C4 1.96676 -0.10148 0.04052
N1 1.67288 1.10952 -0.40683
N2 0.33236 1.13552 -0.40216
H1 -2.14237 0.03722 1.06424
H2 -2.22234 0.48950 -0.64441
H3 -2.01213 -1.20230 -0.19184
H4 0.76331 -1.85319 0.74062
H5 3.00105 -0.40924 0.12666
H6 -0.13925 1.97434 -0.70084

Properties
**Energy relative to the best compared isomer or geometry (same formula, charge and spin)**: 11.3 kcal per mole
**E**: -7225.102 eV
**Frontier orbital gap**: 0.3685 Ha
**SMILES**: Cc1ccn[nH]1

Mulliken population analysis, charges in e, atoms 1 to 6: number 1, C, carries -1.04; number 2, C, carries 0.54; number 3, C, carries -0.43; number 4, C, carries -0.34; number 5, N, carries -0.86; number 6, N, carries 0.30

(2)
ORCA calculation (ωB97M-V/def2-TZVPD) on a cluster of 2 separate species, C4H6N2 in total.

Atoms and positions in Å:
C1 -1.22224 -0.69534 0.30857
C2 -1.55371 0.60092 0.09813
C3 1.08231 -0.23817 -0.33076
N1 1.81184 -1.02117 0.36333
C4 1.12434 1.22145 -0.05536
N2 1.37834 2.30412 0.24166
H1 2.44703 -1.59889 -0.18487
H2 -1.57738 -1.46791 -0.35796
H3 -0.91590 -1.02483 1.28992
H4 -1.99494 0.92952 -0.83076
H5 -1.39985 1.36260 0.84661
H6 0.82016 -0.37229 -1.38852

Properties
**Energy relative to the best compared isomer or geometry (same formula, charge and spin)**: 86.3 kcal per mole
**E**: -7221.849 eV
**Frontier orbital gap**: 0.3524 Ha
**SMILES**: [H]/N=C/C#N.C=C

Mulliken population analysis, charges in e, atoms 1 to 6: number 1, C, carries -0.59; number 2, C, carries -0.61; number 3, C, carries -0.05; number 4, N, carries -0.63; number 5, C, carries 0.41; number 6, N, carries -0.41

(3)
ORCA calculation (ωB97M-V/def2-TZVPD) on the molecule C4H6N2.

Atoms and positions in Å:
C1 1.02987 0.76043 0.68528
C2 0.88570 -1.06217 -0.35007
C3 -0.36991 1.40769 0.59091
C4 -0.45880 -1.29425 -0.71917
N1 1.52374 -0.61174 0.82312
N2 1.82857 0.08004 -0.46996
H1 -1.05361 0.71924 1.02605
H2 -0.59252 1.63604 -0.41067
H3 -0.18871 2.25416 1.22540
H4 -0.91204 -2.11065 -0.21578
H5 -0.63375 -1.38057 -1.74055
H6 -1.05854 -0.39823 -0.44456

Properties
**Energy relative to the best compared isomer or geometry (same formula, charge and spin)**: 177.1 kcal per mole
**E**: -7217.911 eV
**Frontier orbital gap (spin up / spin down)**: 0.3060 / 0.3362 Ha

Mulliken population analysis, charges in e, atoms 1 to 6: number 1, C, carries 0.36; number 2, C, carries 0.65; number 3, C, carries -1.25; number 4, C, carries -1.02; number 5, N, carries -0.34; number 6, N, carries -0.35

(4)
ORCA calculation (ωB97M-V/def2-TZVPD) on the molecule C4H6N2.

Atoms and positions in Å:
C1 -1.10746 0.80880 -0.14150
C2 -0.55554 -0.50217 0.36856
N1 0.05259 -1.42559 -0.57343
C3 0.91947 -0.73358 0.38051
C4 1.74110 0.41978 0.07429
N2 2.35558 1.39386 -0.04322
H1 -0.57851 1.12242 -1.04903
H2 -2.16732 0.69472 -0.38911
H3 -1.00285 1.61251 0.59485
H4 -1.11714 -0.97584 1.17117
H5 0.08972 -1.01440 -1.50281
H6 1.37035 -1.40052 1.10971

Properties
**Energy relative to the best compared isomer or geometry (same formula, charge and spin)**: 36.2 kcal per mole
**E**: -7224.023 eV
**Frontier orbital gap**: 0.4092 Ha
**SMILES**: C[C@H]1N[C@H]1C#N

Mulliken population analysis, charges in e, atoms 1 to 6: number 1, C, carries -1.25; number 2, C, carries 0.22; number 3, N, carries -0.58; number 4, C, carries -0.16; number 5, C, carries 0.18; number 6, N, carries -0.42

(5)
ORCA calculation (ωB97M-V/def2-TZVPD) on the molecule C4H6N2.

Atoms and positions in Å:
C1 -1.68924 -0.15718 0.22685
C2 -0.02770 0.34368 -0.01321
C3 0.91090 -0.57544 -0.23942
N1 2.30976 -0.21955 -0.08081
N2 2.76945 0.88627 0.12619
C4 -0.77312 1.34385 0.40162
H1 -2.57623 0.45816 0.05927
H2 -1.66408 -0.85388 -0.62247
H3 -1.76338 -0.67729 1.17812
H4 0.70156 -1.59250 -0.54614
H5 2.90834 -1.07284 -0.15877
H6 -1.13624 2.09647 -0.29651

Properties
**Energy relative to the best compared isomer or geometry (same formula, charge and spin)**: 168.1 kcal per mole
**E**: -7218.302 eV
**Frontier orbital gap**: 0.3138 Ha

Mulliken population analysis, charges in e, atoms 1 to 6: number 1, C, carries -0.93; number 2, C, carries 0.49; number 3, C, carries -0.48; number 4, N, carries 0.30; number 5, N, carries -0.68; number 6, C, carries -0.47

(6)
ORCA calculation (ωB97M-V/def2-TZVPD) on the ion C4H6N2 with charge +2.

Atoms and positions in Å:
C1 -1.65318 -1.32773 -0.00387
C2 -0.38117 -1.22178 0.01007
C3 -0.31635 1.21050 0.00876
C4 1.69877 -0.07320 -0.00805
N1 -1.54562 1.18432 -0.00465
N2 0.41526 -0.04382 0.00487
H1 -2.68393 -1.63267 -0.02458
H2 0.18396 -2.17223 0.01335
H3 0.33660 2.09194 0.03075
H4 2.29309 0.84351 -0.03293
H5 2.26232 -1.00632 0.01397
H6 -2.25598 1.91222 -0.00115

Properties
**Energy relative to the best compared isomer or geometry (same formula, charge and spin)**: 73.8 kcal per mole
**E**: -7201.400 eV
**Charge**: +2
**Frontier orbital gap (spin up / spin down)**: 0.3518 / 0.3518 Ha

Mulliken population analysis, charges in e, atoms 1 to 6: number 1, C, carries -0.15; number 2, C, carries 0.08; number 3, C, carries 0.08; number 4, C, carries 0.12; number 5, N, carries -0.31; number 6, N, carries 0.17

(7)
ORCA calculation (ωB97M-V/def2-TZVPD) on the molecule C4H6N2O.

Atoms and positions in Å:
N1 -1.84243 0.24862 0.04831
C1 -0.41074 0.19253 0.28872
C2 0.08012 -1.05857 -0.10889
O1 -0.62640 -2.04681 -0.45297
N2 1.44878 -0.89154 -0.15807
C3 1.77841 0.44975 0.05405
C4 0.63834 1.15966 0.30111
H1 -1.97153 -0.67847 -0.44815
H2 -2.14955 1.03257 -0.52917
H3 -2.41749 0.21543 0.89123
H4 2.07754 -1.61045 -0.47444
H5 2.80914 0.77112 0.05992
H6 0.58581 2.21614 0.52835

Properties
**Energy relative to the best compared isomer or geometry (same formula, charge and spin)**: 44.8 kcal per mole
**E**: -9271.560 eV
**Frontier orbital gap**: 0.2551 Ha
**SMILES**: [NH3+]c1cc[nH]c1[O-]

Mulliken population analysis, charges in e, atoms 1 to 6: number 1, N, carries -0.22; number 2, C, carries -0.08; number 3, C, carries 0.36; number 4, O, carries -0.82; number 5, N, carries -0.01; number 6, C, carries -0.60

(8)
ORCA calculation (ωB97M-V/def2-TZVPD) on the molecule C4H6N2O.

Atoms and positions in Å:
O1 -0.40415 -0.56123 -2.44358
C1 -0.31756 -0.31198 -1.26556
N1 -1.27923 -0.04588 -0.34934
C2 -0.78773 0.83084 0.72451
C3 0.75578 0.81898 0.69263
C4 1.16314 -0.59609 0.80022
N2 0.95035 -0.15973 -0.60053
H1 -2.21158 0.06579 -0.72270
H2 -1.11456 0.46423 1.70793
H3 -1.19647 1.83552 0.57545
H4 1.73562 -0.14042 -1.24007
H5 2.21552 -0.80275 1.00038
H6 0.49089 -1.39729 1.12067

Properties
**Energy relative to the best compared isomer or geometry (same formula, charge and spin)**: 76.6 kcal per mole
**E**: -9270.182 eV
**Frontier orbital gap**: 0.3245 Ha

Mulliken population analysis, charges in e, atoms 1 to 6: number 1, O, carries -0.58; number 2, C, carries 0.38; number 3, N, carries -0.23; number 4, C, carries -0.36; number 5, C, carries -0.40; number 6, C, carries -0.34

(9)
ORCA calculation (ωB97M-V/def2-TZVPD) on a cluster of 2 separate species, C4H6N2O in total.

Atoms and positions in Å:
N1 -1.66957 1.11268 1.67776
C1 -0.65480 0.82188 0.97201
C2 -0.70137 -0.34736 -0.02363
O1 -1.60925 -1.09873 -0.28412
N2 0.56496 -0.36328 -0.58904
C3 1.35306 0.65743 -0.06341
C4 0.69619 1.38434 0.85638
H1 -0.63880 -2.84901 -2.03145
H2 -1.46397 1.91360 2.28128
H3 -0.17328 -3.21497 -2.48418
H4 0.84049 -1.01764 -1.30294
H5 2.36953 0.77350 -0.41663
H6 1.08682 2.22755 1.40796

Properties
**Energy relative to the best compared isomer or geometry (same formula, charge and spin)**: 46.4 kcal per mole
**E**: -9271.488 eV
**Frontier orbital gap**: 0.3243 Ha
**SMILES**: [H]/N=C1\C=CNC1=O.[H][H]

Mulliken population analysis, charges in e, atoms 1 to 6: number 1, N, carries -0.61; number 2, C, carries 0.59; number 3, C, carries 0.30; number 4, O, carries -0.52; number 5, N, carries 0.03; number 6, C, carries -0.51

(10)
ORCA calculation (ωB97M-V/def2-TZVPD) on the molecule C4H6N2O.

Atoms and positions in Å:
N1 1.61244 0.93394 -0.26587
C1 0.60239 0.51271 0.68908
C2 0.12184 -0.80196 0.60558
O1 0.90865 -1.85330 0.94015
C3 -1.09016 -0.77122 -0.09995
C4 -1.38439 0.57481 -0.31533
N2 -0.47927 1.32316 0.35514
H1 1.01992 0.82541 -1.12304
H2 2.34645 0.23604 -0.33504
H3 0.44721 -2.67872 0.74712
H4 -1.62925 -1.61093 -0.51722
H5 -2.21775 1.02249 -0.83410
H6 -0.25809 2.28756 0.15348

Properties
**Energy relative to the best compared isomer or geometry (same formula, charge and spin)**: 68.0 kcal per mole
**E**: -9270.554 eV
**Frontier orbital gap**: 0.3006 Ha
**SMILES**: Nc1[nH]ccc1O

Mulliken population analysis, charges in e, atoms 1 to 6: number 1, N, carries -0.63; number 2, C, carries 0.14; number 3, C, carries 0.20; number 4, O, carries -0.48; number 5, C, carries -0.12; number 6, C, carries -0.88